# 1
Molecular formula: C27H45MoNO2P2
Method: DFT, ωB97M-V/def2-TZVPD

- Total charge: +2
- LUMO level (alpha / beta): -7.459 / -7.801 eV
- Strongest force on any atom: 2.75 eV/Å
- HOMO-LUMO gap (alpha / beta): 5.05 / 4.70 eV
- Energy relative to the best compared isomer or geometry (same formula, charge and spin): 0.00 kcal/mol
- Spin multiplicity: 3

```
78
Properties=species:S:1:pos:R:3:forces:R:3:mulliken_charge:R:1
Mo 0.831616 -2.548816 0.199801 0.4 0.2 -0.1 -2.1598
C -1.000027 -2.371118 1.490157 0.2 -0.6 0.3 0.7821
C -0.641080 -3.760187 1.324685 0.4 0.3 0.8 0.9664
C 1.144000 -2.661421 2.373318 -1.2 -0.2 0.6 0.8294
C 0.098857 -1.693841 2.136649 -0.3 -0.8 0.7 0.7355
C 0.683285 -3.948736 1.881700 -0.8 0.8 0.5 0.4216
C -2.321682 -1.754241 1.150642 -0.2 0.2 0.0 -1.2614
H -2.643351 -2.045573 0.142999 0.0 0.1 0.1 0.2466
H -2.265327 -0.659161 1.223108 -0.1 -0.4 0.0 0.1283
H -3.128570 -2.070007 1.834740 0.5 0.0 -0.1 0.4685
C 0.097230 -0.272344 2.558964 0.1 0.5 -0.1 -1.0274
H -0.129378 0.400763 1.719672 0.0 -0.1 0.3 0.4083
H 1.087237 0.011080 2.930036 -0.1 0.2 0.0 -0.0948
H -0.631839 -0.053813 3.358651 0.2 -0.4 -0.3 0.3476
C 2.440886 -2.417017 3.050383 0.5 0.2 0.1 -1.4333
H 2.396145 -2.729265 4.101916 -0.1 0.0 -0.2 0.3571
H 2.721734 -1.355999 3.041754 -0.1 -0.1 0.0 0.1958
H 3.235058 -3.004240 2.580472 0.0 0.1 0.1 0.4330
C 1.458083 -5.213232 1.939214 0.3 -0.3 -0.2 -1.5226
H 1.201623 -5.775011 2.849939 0.1 0.1 -0.2 0.3689
H 2.537934 -4.995688 1.966567 -0.4 -0.2 0.0 0.3206
H 1.232469 -5.847960 1.067404 0.2 0.1 0.4 0.3374
C -1.449766 -4.819641 0.658892 -0.3 -0.2 -0.3 -1.5066
H -1.949630 -5.478396 1.377309 0.1 0.2 0.0 0.3667
H -0.809614 -5.459468 0.044185 -0.1 0.0 0.0 0.3884
H -2.225724 -4.381080 0.017081 0.2 -0.2 0.2 0.3015
C -1.961127 3.344743 0.558413 -0.4 0.1 0.2 -0.2936
C -3.028828 2.527502 0.510597 0.0 0.9 0.4 -0.7111
C -3.734661 1.961823 -0.699741 0.3 -0.6 0.1 -0.8369
C -3.028279 2.004587 -2.059243 0.0 0.1 -0.6 -1.0488
C -1.962274 0.895705 -2.116016 0.7 -1.4 0.0 -0.2166
C -1.045425 0.923785 -0.903609 0.0 -2.6 1.0 -0.0474
C -0.131097 2.066838 -0.668868 1.2 0.6 0.4 0.1682
C -0.840405 3.428210 -0.441930 0.0 0.5 -0.5 -0.7548
H -4.682942 2.501178 -0.815299 0.2 0.0 0.2 0.5559
H -2.609344 2.993248 -2.267120 -0.1 -0.3 0.2 0.3425
H -4.010533 0.919060 -0.485413 -0.2 0.0 -0.1 0.2767
H -1.146815 3.854084 -1.411863 0.1 -0.1 0.3 0.3068
H -1.857656 4.068011 1.388654 0.1 -1.1 0.0 0.4026
H -3.574207 2.355743 1.450246 -0.1 0.5 -0.5 0.4563
H -0.074052 4.120009 -0.060157 -0.1 -0.4 -0.2 0.6241
H 0.457906 1.845819 0.240892 -0.1 0.2 -0.2 -0.6155
H -1.587472 0.675732 0.007041 0.0 0.2 -0.2 0.1508
H 0.627695 2.208122 -1.457437 -0.3 0.0 0.4 0.1950
H -3.775924 1.818825 -2.843597 0.2 0.0 0.1 0.5436
H -2.485829 -0.081766 -2.173729 0.0 0.3 0.4 0.5503
P -0.739284 0.713008 -3.461473 -0.8 2.0 -0.6 1.0630
C -0.297090 2.383808 -3.947871 0.1 0.1 -0.5 -1.4216
C -1.422434 -0.150993 -4.869214 0.0 -0.2 -0.3 -1.2747
P 0.192877 -0.786291 -1.116218 -0.5 2.3 -0.3 2.7447
C 0.698565 -0.102442 -2.800447 0.4 -0.8 -0.1 -1.9125
C -0.334927 -2.533106 -1.817304 0.0 -0.1 -1.0 -1.2185
C 2.056856 -0.695310 -0.442202 0.7 -0.7 -0.7 -0.9351
H 0.571980 2.754869 -3.390368 -0.2 -0.1 -0.3 0.4650
H -1.148022 3.063096 -3.770500 0.4 -0.3 -0.2 0.4140
H -0.078468 2.328616 -5.021095 0.1 0.4 0.2 0.5697
H -1.099984 0.398718 -5.766589 -0.3 -0.4 0.2 0.4426
H -2.519486 -0.171170 -4.798814 0.3 0.0 -0.2 0.4246
H -1.038033 -1.180387 -4.916880 -0.2 0.3 -0.1 0.4398
H 2.625398 -0.588993 -1.370223 0.0 0.2 0.3 0.6892
H 2.567340 -1.617157 0.012140 0.2 0.9 0.0 0.2432
H 2.204265 0.154141 0.245565 -0.3 0.2 0.1 0.0729
H 1.510145 0.626692 -2.683032 -0.3 -0.1 0.0 0.6856
H 1.034370 -0.893954 -3.492793 0.0 0.4 0.3 0.8719
H 0.320117 -3.406117 -1.486371 -0.7 -0.1 -0.7 0.3145
H -0.116513 -2.480692 -2.892546 -0.1 -0.2 0.4 0.7550
H -1.391808 -2.812667 -1.670973 0.5 0.3 0.1 0.3216
O 2.211130 3.844433 0.086505 0.0 -0.8 0.4 -0.7150
C 2.566523 3.352030 1.164718 0.1 0.5 -0.1 0.1198
C 3.462190 4.125505 2.140345 -0.1 0.0 -0.1 -0.4891
C 3.608781 3.190391 3.312945 -0.1 -0.1 0.1 -0.4976
C 2.817337 1.952105 2.882318 0.2 -0.2 0.7 0.0939
O 2.744940 0.950176 3.615443 -0.2 0.3 -1.0 -0.7713
N 2.232348 2.107425 1.654159 0.2 0.0 -0.2 -0.0470
H 4.423343 4.340488 1.666901 -0.2 0.1 -0.1 0.2637
H 2.988952 5.067110 2.430895 0.1 0.0 -0.3 0.2931
H 4.650250 2.922565 3.505024 -0.2 -0.1 0.2 0.2825
H 3.179461 3.617274 4.225869 0.1 -0.3 0.0 0.2661
```
Forces are in eV/Å.

# 2
Molecular formula: C14H37IrN2O6P
Method: DFT, ωB97M-V/def2-TZVPD

- Total charge: +3
- LUMO level: -10.020 eV
- Strongest force on any atom: 1.79 eV/Å
- HOMO-LUMO gap: 9.88 eV
- Energy relative to the best compared isomer or geometry (same formula, charge and spin): 3.48 kcal/mol

```
61
Properties=species:S:1:pos:R:3:forces:R:3:mulliken_charge:R:1
Ir 0.644567 1.014731 0.253768 1.4 -1.2 -0.1 2.9905
C 0.503334 1.514390 -3.021619 0.1 0.1 -0.2 -1.0076
O 1.037921 0.674760 -1.967880 -0.8 0.6 0.5 -0.2049
C 2.261460 0.013996 -2.336400 0.2 -0.1 0.0 -0.6673
C 2.738400 -0.768470 -1.139478 0.1 -0.2 -0.3 -0.7789
O 2.654535 0.036663 0.053394 -1.1 0.2 0.2 -0.8271
C 3.766001 0.926468 0.316602 0.1 0.4 0.1 -0.4222
C 3.480771 2.294198 -0.245254 0.2 -0.2 -0.2 -0.5525
O 2.230080 2.742793 0.292450 -0.9 -0.2 0.2 -0.4477
C 2.367455 3.716375 1.350583 0.2 0.2 0.0 -0.9003
H -0.408356 1.970621 -2.647318 0.0 0.0 0.0 0.3070
H 0.285921 0.903271 -3.897472 0.0 0.0 0.0 0.3257
H 1.222991 2.287658 -3.292121 0.0 0.0 0.1 0.3373
H 2.985063 0.761106 -2.669286 0.0 0.0 0.0 0.4818
H 2.080551 -0.672818 -3.167120 -0.1 0.1 0.0 0.5476
H 3.757648 -1.122877 -1.297133 0.0 0.1 0.1 0.6513
H 2.101511 -1.624658 -0.951973 0.0 0.0 0.0 0.0789
H 4.690628 0.514655 -0.088362 -0.1 -0.2 0.0 0.5197
H 3.852569 0.975971 1.402927 0.1 -0.1 0.0 0.2647
H 3.374758 2.276357 -1.328382 0.0 0.1 0.0 0.0837
H 4.291591 2.980043 0.005208 -0.1 0.1 0.0 0.5613
H 2.783484 4.637518 0.944805 0.0 0.0 0.0 0.3484
H 3.022877 3.349129 2.143689 0.0 -0.1 0.0 0.4064
H 1.378309 3.923620 1.745262 0.0 0.0 -0.1 0.2677
N -1.148270 2.094929 0.775004 0.8 -0.4 -0.7 -0.3780
C -1.504724 1.746675 2.180560 -0.2 0.0 0.2 -0.3038
C -0.238278 1.831124 2.984305 0.0 0.1 0.2 -0.5480
N 0.715804 0.878255 2.363039 -0.4 0.0 -1.0 -0.6097
H -0.974646 3.097593 0.694924 0.0 0.0 0.0 0.4510
H -1.939484 1.900228 0.165673 0.1 0.0 0.0 -0.0832
H -1.906231 0.731735 2.182123 0.0 0.0 0.0 0.1602
H -2.271843 2.412558 2.577589 0.0 0.1 -0.1 0.5707
H -0.407822 1.613856 4.039432 0.0 -0.1 0.0 0.4899
H 0.187298 2.831817 2.921320 0.0 0.0 0.1 0.1697
H 0.414123 -0.084143 2.540020 0.1 0.0 0.1 0.2069
H 1.652390 0.983913 2.749067 0.0 0.0 -0.1 0.3446
C -4.326917 -0.929425 -1.214528 0.0 -0.1 0.1 -1.3992
C -3.006860 -0.212591 -1.115277 -0.2 0.0 -0.2 0.1272
O -2.187112 -0.847403 -0.066319 0.0 0.5 -0.1 -0.1846
P -0.630090 -0.941212 0.026953 0.7 0.1 1.2 -0.2033
O -0.114804 -1.976546 -1.005049 0.2 0.4 -0.2 0.0129
C -0.732051 -2.571448 -2.211732 -0.1 -0.3 -0.3 -0.0308
C -1.522953 -3.802283 -1.851146 0.1 0.1 0.2 -1.3515
O -0.332661 -1.558891 1.440350 -0.2 0.0 -0.1 -0.4743
C -0.789124 -2.899703 1.893300 -0.1 -0.3 0.2 -0.1348
C -2.048457 -2.787503 2.712880 0.0 0.2 0.0 -1.0807
H -4.895130 -0.512358 -2.045648 0.0 0.0 0.0 0.4324
H -4.915060 -0.810473 -0.305502 0.0 0.0 0.0 0.3416
H -4.190619 -1.995257 -1.392442 0.1 0.0 -0.1 0.3169
H -3.165156 0.829237 -0.828579 0.0 0.0 0.0 0.2465
H -2.468907 -0.226431 -2.063641 0.1 0.0 0.1 0.1876
H 0.112987 -2.819036 -2.850042 0.0 0.0 0.1 0.4552
H -1.330223 -1.818159 -2.721128 0.0 0.0 0.1 0.2597
H -0.874002 -4.570634 -1.431521 0.0 0.0 -0.1 0.3495
H -1.987653 -4.204003 -2.751045 0.0 0.0 0.0 0.4494
H -2.303661 -3.576046 -1.124108 -0.1 0.0 -0.1 0.2884
H 0.044226 -3.285092 2.474930 0.0 0.1 0.0 0.4102
H -0.919090 -3.534271 1.018036 0.0 0.1 -0.1 0.1446
H -1.892064 -2.170857 3.599202 0.0 -0.1 0.0 0.3211
H -2.339963 -3.783019 3.046133 0.0 0.0 0.0 0.4519
H -2.867043 -2.360639 2.133976 0.0 -0.1 0.0 0.2305
```
Forces are in eV/Å.

# 3
Molecular formula: C6H9NO
Method: DFT, ωB97M-V/def2-TZVPD

- Total charge: 0
- LUMO level: 0.862 eV
- Strongest force on any atom: 9.03 eV/Å
- HOMO-LUMO gap: 9.16 eV
- Energy relative to the best compared isomer or geometry (same formula, charge and spin): 234.58 kcal/mol

```
17
Properties=species:S:1:pos:R:3:forces:R:3:mulliken_charge:R:1
C 1.418869 -0.613987 1.269748 8.3 -3.6 0.6 -0.4194
C 0.533368 -0.280883 -0.413626 2.0 -4.8 -3.8 0.3526
C -0.548447 0.356123 -1.266541 0.2 -0.5 1.0 -0.3644
C -1.472985 -0.634252 -0.568921 -2.6 2.3 2.2 -0.7419
C -1.113903 0.260813 0.699022 -2.6 0.5 -0.1 -0.2791
C 0.436407 0.263951 0.883372 -6.4 0.0 0.7 0.0311
H 1.210308 -1.693202 1.405758 -0.1 0.8 0.3 0.2629
H 2.465343 -0.258716 1.868283 -3.3 -0.9 -1.3 0.2264
H -0.129973 -1.362311 -0.483208 5.5 1.5 1.0 -0.0772
H -0.641889 0.142261 -2.304011 0.5 1.4 -1.2 0.4558
H -2.412011 -0.252008 -0.787361 -2.6 0.0 -0.4 0.5035
H -1.462008 -1.722362 -0.444204 -0.3 0.3 -0.7 0.3641
H -1.955480 0.113628 1.440420 1.4 1.1 -0.1 0.3862
H -0.653438 2.432708 0.034283 -1.1 -3.9 -2.0 0.2870
H 0.731547 1.223144 0.904312 1.2 3.4 0.2 0.1899
N -1.163541 1.441669 -0.363329 0.4 1.6 1.7 -0.6361
O 1.934067 -0.603176 -0.338662 -0.3 0.7 1.9 -0.5413
```
Forces are in eV/Å.

# 4
Molecular formula: C4H13N2O
Method: DFT, ωB97M-V/def2-TZVPD

- Total charge: +1
- LUMO level: -7.379 eV
- Strongest force on any atom: 3.82 eV/Å
- HOMO-LUMO gap: 5.86 eV
- Energy relative to the best compared isomer or geometry (same formula, charge and spin): 141.64 kcal/mol

```
20
Properties=species:S:1:pos:R:3:forces:R:3:mulliken_charge:R:1
N -2.876583 1.737183 1.630858 2.0 -1.7 -1.2 -0.6566
C -0.024198 0.374343 -1.111847 3.1 -2.0 0.9 0.2672
C 0.927446 0.736320 -0.005701 -2.0 1.1 0.7 -0.7058
C 2.225275 -0.198831 -0.159961 1.6 1.5 0.1 -0.4058
O 3.009782 -0.416025 1.015464 -1.5 0.5 -1.4 -0.4693
C -0.419120 -1.067081 -1.331219 -0.4 -0.6 2.6 -0.7479
N -0.362133 -1.980100 -0.133183 0.8 1.5 -1.1 -0.4842
H -3.442119 0.967969 1.973683 0.2 -0.1 0.0 0.2428
H -2.233473 1.328532 0.838507 -2.1 1.3 1.8 0.1861
H -3.536698 2.409807 1.299125 -0.1 0.5 -0.7 0.2406
H -0.083726 1.006467 -1.972895 -0.5 0.6 -0.4 0.3591
H 0.544229 0.316744 0.952774 0.0 0.5 -0.3 0.2851
H 1.310929 1.806157 0.145845 -1.3 -1.4 -0.6 0.4394
H 2.692404 0.466131 -0.980255 0.2 -2.1 1.1 0.3171
H 1.738447 -1.126743 -0.352638 0.9 -1.0 -0.8 0.4769
H 3.423396 0.369720 1.404422 -0.1 0.1 -0.5 0.3443
H -1.426103 -1.215010 -1.639260 -1.1 0.9 -1.1 0.4547
H 0.135311 -1.640982 -2.080900 0.6 1.0 -0.8 0.3847
H -0.407450 -1.331070 0.618824 -0.1 -0.2 1.4 0.1573
H -1.195620 -2.543522 -0.111641 -0.2 -0.2 0.1 0.3143
```
Forces are in eV/Å.

# 5
Molecular formula: C23H19BrMnN6O2S
Method: DFT, ωB97M-V/def2-TZVPD

- Total charge: +1
- LUMO level (alpha / beta): -4.302 / -3.507 eV
- Strongest force on any atom: 0.45 eV/Å
- HOMO-LUMO gap (alpha / beta): 6.90 / 7.70 eV
- Energy relative to the best compared isomer or geometry (same formula, charge and spin): 0.66 kcal/mol
- Spin multiplicity: 5

```
53
Properties=species:S:1:pos:R:3:forces:R:3:mulliken_charge:R:1
Mn 1.369508 0.032995 0.273731 0.1 0.1 0.4 0.2971
N 5.480413 -0.945787 -0.202879 0.0 0.1 -0.1 -0.3850
C 4.282268 -0.343597 -0.195937 0.1 -0.1 0.1 0.7705
S 3.309835 -0.578825 1.251704 0.3 -0.1 -0.1 -0.4246
N 3.931246 0.363581 -1.230377 -0.3 0.0 0.2 -1.3483
N 2.700743 0.964463 -1.040966 -0.1 0.2 -0.3 0.7263
C 2.378103 1.819223 -1.938282 0.1 0.0 0.1 -0.6042
C 1.214641 2.715201 -1.831362 0.1 -0.1 -0.1 0.7359
C 0.636525 3.205628 -2.996094 -0.1 0.1 0.1 -0.7191
C -0.441694 4.071537 -2.886994 0.1 0.0 0.0 -0.4007
C -0.882190 4.425307 -1.623298 0.0 0.0 0.0 -0.7030
C -0.224770 3.900958 -0.517558 0.0 0.0 -0.1 -0.1736
N 0.803758 3.064125 -0.606092 0.0 0.0 -0.1 -0.2002
H 5.781103 -1.515359 0.565656 0.0 0.0 0.0 0.2105
H 6.092637 -0.808869 -0.989410 0.0 0.0 0.0 0.2373
H 3.035829 1.924080 -2.797585 0.0 0.0 0.0 0.4509
H 1.022452 2.908385 -3.961458 0.0 0.0 0.0 0.4596
H -0.918064 4.469500 -3.772378 0.0 0.0 0.0 0.4543
H -1.707130 5.109784 -1.485540 0.0 0.0 0.0 0.4477
H -0.539518 4.172359 0.484454 0.0 0.0 0.0 0.4377
N 0.850438 1.485407 1.921870 0.2 0.2 0.0 -0.2010
C -0.571096 1.518609 2.060018 0.0 -0.1 -0.1 0.4449
C -1.242709 1.930545 3.173026 0.0 0.0 0.0 -0.7521
C -2.656086 1.952190 3.185926 0.0 0.0 0.0 -0.7158
C -3.370967 1.592162 2.081367 0.0 0.0 0.0 -0.9600
C -2.699141 1.149974 0.915588 -0.1 0.0 0.0 0.9444
C -3.367356 0.748264 -0.264904 0.0 0.0 0.0 -0.7049
C -2.647269 0.300557 -1.333765 0.1 0.0 0.0 -1.2831
C -1.247679 0.209260 -1.219345 -0.1 0.0 0.0 -0.4503
N -0.599065 0.578539 -0.137994 -0.1 0.1 -0.3 0.7222
C -1.297779 1.081863 0.924313 0.0 0.0 0.0 0.3534
H 1.349039 1.452878 2.802896 -0.1 -0.1 0.1 0.3626
H 1.164001 2.303360 1.392092 0.0 0.0 0.0 0.3572
H -0.693069 2.257436 4.046538 0.0 0.0 0.0 0.4463
H -3.167199 2.277885 4.080860 0.0 0.0 0.0 0.4310
H -4.452020 1.627953 2.083314 0.0 0.0 0.0 0.4537
H -4.448113 0.797476 -0.304717 0.0 0.0 0.0 0.4724
H -3.124105 -0.015332 -2.249638 0.0 0.0 0.0 0.4860
H -0.652864 -0.207461 -2.022215 0.0 0.0 0.0 0.6332
Br -2.137720 -5.882954 2.925041 0.0 0.0 0.0 -0.1662
C -1.175642 -5.318683 1.403697 0.1 0.1 -0.1 -0.1478
C -0.972704 -6.200470 0.351641 0.0 0.0 0.1 -0.3408
C -0.266432 -5.785192 -0.767431 0.0 0.0 0.0 -0.6325
C 0.226661 -4.492966 -0.843331 -0.1 0.0 0.0 -0.5316
C 0.018689 -3.622401 0.221178 0.0 0.0 -0.1 0.2733
C -0.678695 -4.028453 1.354824 0.0 -0.1 0.0 -0.3107
C 0.538971 -2.242657 0.143574 0.0 0.1 0.2 1.1509
O 0.990615 -1.745932 -0.918216 0.0 -0.2 -0.1 -0.7646
O 0.522423 -1.500556 1.199080 -0.1 -0.2 -0.1 -0.6478
H -1.365160 -7.206011 0.412425 0.0 0.0 0.0 0.4176
H -0.104167 -6.476054 -1.583251 0.0 0.0 0.0 0.4130
H 0.770350 -4.149937 -1.712076 0.0 0.0 0.0 0.4477
H -0.819847 -3.343986 2.178281 0.0 0.0 0.0 0.5304
```
Forces are in eV/Å.

> Among the records above, which one has the lowest total charge?

C6H9NO